(1)
Formula: C35H29MnN3P2S2
Source: the OMol25 dataset
Level of theory: the ωB97M-V functional and the def2-TZVPD basis

Cartesian coordinates (Å):
Mn -1.57 0.10 0.07
S -1.37 0.35 -2.52
P 0.42 0.16 -1.63
C 0.39 0.88 -0.06
P 0.51 0.23 1.54
S -1.29 0.32 2.47
C 1.57 1.41 2.43
C 1.66 1.38 3.81
C 2.39 2.34 4.48
C 3.04 3.34 3.77
C 2.96 3.37 2.38
C 2.23 2.41 1.71
C 1.20 -1.41 1.95
C 0.35 -2.50 1.95
C 0.85 -3.76 2.23
C 2.20 -3.92 2.48
C 3.06 -2.83 2.47
C 2.56 -1.56 2.20
C 1.06 -1.50 -2.06
C 0.70 -2.01 -3.30
C 1.20 -3.23 -3.71
C 2.05 -3.94 -2.89
C 2.40 -3.44 -1.64
C 1.91 -2.21 -1.23
C 1.58 1.30 -2.46
C 1.07 2.45 -3.04
C 1.91 3.48 -3.39
C 3.27 3.38 -3.15
C 3.79 2.22 -2.57
C 2.94 1.19 -2.22
H 1.13 0.60 4.36
H 2.45 2.33 5.56
H 3.60 4.10 4.29
H 3.45 4.16 1.83
H 2.14 2.42 0.63
H -0.72 -2.35 1.78
H 0.18 -4.61 2.26
H 2.60 -4.91 2.68
H 4.11 -2.96 2.68
H 3.20 -0.69 2.19
H 0.02 -1.44 -3.92
H 0.93 -3.62 -4.68
H 2.45 -4.89 -3.21
H 3.05 -4.00 -0.99
H 2.20 -1.80 -0.27
H 0.00 2.52 -3.22
H 1.51 4.39 -3.83
H 3.93 4.20 -3.39
H 4.84 2.15 -2.37
H 3.33 0.29 -1.75
N -4.93 0.30 -0.19
C -4.40 -0.98 -0.12
C -5.24 -2.04 0.16
C -4.73 -3.33 0.20
C -3.37 -3.52 -0.06
C -2.61 -2.42 -0.38
N -3.08 -1.16 -0.40
C -4.35 1.54 -0.10
C -5.21 2.65 -0.02
C -4.68 3.91 0.10
C -3.29 4.06 0.12
C -2.52 2.93 0.00
N -3.02 1.69 -0.09
H -5.94 0.31 -0.17
H -6.30 -1.86 0.32
H -5.38 -4.17 0.40
H -2.94 -4.51 -0.06
H -1.57 -2.54 -0.71
H -6.28 2.50 -0.06
H -5.33 4.77 0.19
H -2.84 5.03 0.21
H -1.43 3.00 -0.03

Its spin multiplicity is 6. The value obtained for the energy relative to the best compared isomer or geometry (same formula, charge and spin) is 0.8369 eV. As for the expectation value of S²: 8.7650. Its HOMO energy (alpha / beta) is -5.8 / -7.2 eV.

Here are the Löwdin charges for atoms 1 to 2, given in e: 0.27, 0.34



(2)
Formula: C35H30AsBrCoN3O3
Source: the OMol25 dataset
Level of theory: the ωB97M-V functional and the def2-TZVPD basis

Cartesian coordinates (Å):
Co -0.47 0.08 0.04
C -3.40 0.85 0.61
O -2.38 -0.15 0.37
C -2.71 -1.46 0.78
C -3.86 -1.80 1.44
C -4.06 -3.16 1.72
Br -5.63 -3.67 2.61
C -3.13 -4.11 1.37
C -1.94 -3.75 0.73
C -1.76 -2.41 0.44
O -0.62 -1.88 -0.20
C -0.98 -4.81 0.38
N -1.33 -6.05 0.25
C -0.16 -6.73 -0.06
C 0.03 -8.09 -0.30
C 1.32 -8.51 -0.55
C 2.40 -7.61 -0.57
C 2.22 -6.26 -0.35
C 0.92 -5.84 -0.09
N 0.37 -4.60 0.18
H -3.49 1.03 1.68
H -4.34 0.49 0.20
H -3.08 1.75 0.10
H -4.60 -1.08 1.74
H -3.29 -5.16 1.58
H -0.38 -2.37 -1.00
H -0.80 -8.78 -0.28
H 1.51 -9.56 -0.74
H 3.39 -7.99 -0.77
H 3.06 -5.57 -0.37
H 0.89 -3.76 0.35
N 3.44 -0.12 -0.04
C 2.17 -0.10 0.31
O 1.28 0.00 -0.58
C 1.73 -0.24 1.74
C 0.22 -0.01 1.81
H 3.69 -0.01 -1.01
H 4.17 -0.19 0.65
H 2.27 0.46 2.36
H 2.00 -1.25 2.08
H -0.03 0.95 2.26
H -0.35 -0.82 2.26
C -3.10 6.12 0.39
C -2.88 5.19 1.39
C -2.10 4.07 1.14
C -1.53 3.91 -0.13
C -1.74 4.84 -1.13
C -2.53 5.95 -0.87
As -0.32 2.45 -0.41
C 0.57 2.63 -2.10
C 0.03 2.41 -3.36
C 0.86 2.55 -4.47
C 2.19 2.90 -4.30
C 2.72 3.11 -3.04
C 1.91 2.98 -1.92
C 2.33 3.19 -0.51
C 3.60 3.58 -0.10
C 3.85 3.78 1.26
C 2.84 3.61 2.20
C 1.57 3.22 1.79
C 1.33 2.99 0.45
H -3.71 6.99 0.59
H -3.31 5.33 2.37
H -1.92 3.35 1.93
H -1.30 4.72 -2.11
H -2.71 6.68 -1.64
H -1.01 2.14 -3.49
H 0.46 2.40 -5.47
H 2.83 3.01 -5.17
H 3.76 3.40 -2.93
H 4.39 3.76 -0.82
H 4.83 4.10 1.58
H 3.04 3.80 3.24
H 0.78 3.12 2.53

As for the total charge: +2. Its spin multiplicity is 1. The value obtained for the energy relative to the best compared isomer or geometry (same formula, charge and spin) is 0.1113 eV. Its HOMO energy (alpha / beta) is -12.7 / -12.7 eV.

Here are the Löwdin charges for atoms 1 to 2, given in e: 0.45, 0.01



(3)
Formula: C35H30BrCuN6O4
Source: the OMol25 dataset
Level of theory: the ωB97M-V functional and the def2-TZVPD basis

Cartesian coordinates (Å):
Cu -0.03 0.27 0.02
C -0.43 1.63 3.43
O 0.27 0.87 2.45
C 1.63 0.79 2.58
C 2.39 1.57 3.44
C 3.77 1.40 3.48
C 4.39 0.46 2.68
C 3.64 -0.32 1.82
C 2.27 -0.14 1.75
N 1.42 -0.82 0.84
N 1.83 -1.88 0.30
C 0.97 -2.60 -0.47
C -0.45 -2.40 -0.40
O -1.00 -1.42 0.24
C -1.29 -3.32 -1.11
C -0.75 -4.29 -1.89
C 0.66 -4.48 -2.02
C 1.18 -5.49 -2.86
C 2.54 -5.67 -2.95
C 3.41 -4.86 -2.21
C 2.92 -3.87 -1.39
C 1.53 -3.66 -1.28
H -0.11 1.37 4.43
H -1.48 1.37 3.32
H -0.30 2.70 3.26
H 1.91 2.30 4.07
H 4.35 2.01 4.16
H 5.47 0.32 2.73
H 4.10 -1.06 1.17
H -2.36 -3.18 -1.02
H -1.41 -4.94 -2.45
H 0.50 -6.11 -3.42
H 2.93 -6.45 -3.60
H 4.48 -5.02 -2.28
H 3.59 -3.25 -0.82
C -2.84 1.49 0.09
O -1.84 1.03 -0.84
C -2.25 0.60 -2.09
C -3.52 0.83 -2.59
C -3.83 0.34 -3.85
Br -5.56 0.65 -4.52
C -2.92 -0.36 -4.61
C -1.63 -0.58 -4.10
C -1.31 -0.10 -2.85
O -0.07 -0.33 -2.28
C -0.70 -1.39 -4.92
N -1.07 -1.98 -6.02
C 0.05 -2.68 -6.45
C 0.22 -3.49 -7.58
C 1.45 -4.07 -7.77
C 2.51 -3.86 -6.87
C 2.37 -3.06 -5.75
C 1.11 -2.47 -5.57
N 0.61 -1.65 -4.59
H -3.45 2.26 -0.36
H -2.29 1.91 0.93
H -3.45 0.65 0.42
H -4.27 1.36 -2.02
H -3.16 -0.75 -5.58
H 0.04 -1.29 -2.18
H -0.60 -3.65 -8.27
H 1.62 -4.70 -8.63
H 3.46 -4.34 -7.05
H 3.18 -2.91 -5.05
H 1.16 -1.18 -3.89
C 3.72 4.27 -0.72
N 2.46 3.53 -0.80
C 1.38 3.85 -1.59
C 0.45 2.90 -1.35
N 0.95 1.99 -0.44
C 2.17 2.41 -0.14
H 3.66 5.14 -1.36
H 4.55 3.64 -1.05
H 3.90 4.60 0.30
H 1.36 4.72 -2.23
H -0.53 2.80 -1.79
H 2.85 1.94 0.55

As for the total charge: +1. Its spin multiplicity is 2. The value obtained for the energy relative to the best compared isomer or geometry (same formula, charge and spin) is 0.2967 eV. As for the expectation value of S²: 0.7634. Its HOMO energy (alpha / beta) is -10.3 / -10.3 eV.

Here are the Löwdin charges for atoms 1 to 2, given in e: 0.65, -0.04



(4)
Formula: C35H30Cl2CoN4O3Si2
Source: the OMol25 dataset
Level of theory: the ωB97M-V functional and the def2-TZVPD basis

Cartesian coordinates (Å):
Co -0.13 -0.17 0.13
O 3.68 2.55 -4.95
C 3.79 1.39 -4.48
O 4.64 0.51 -4.74
C 2.74 0.98 -3.43
C 2.75 -0.31 -2.88
C 1.82 -0.64 -1.93
N 0.88 0.23 -1.48
C 0.72 1.41 -2.17
C 1.71 1.82 -3.09
C -0.54 2.05 -2.00
C -1.01 3.07 -2.87
C -2.32 3.46 -2.83
C -3.20 2.80 -1.93
C -2.67 1.87 -1.07
N -1.38 1.53 -1.02
C 1.68 -2.01 -1.36
C 2.42 -3.10 -1.81
C 2.15 -4.35 -1.29
C 1.14 -4.50 -0.35
C 0.47 -3.36 0.05
N 0.74 -2.15 -0.42
H 3.49 -1.01 -3.23
H 1.67 2.79 -3.57
H -0.33 3.50 -3.59
H -2.68 4.23 -3.50
H -4.26 3.03 -1.90
H -3.31 1.36 -0.36
H 3.18 -2.96 -2.56
H 2.72 -5.22 -1.62
H 0.89 -5.46 0.07
H -0.31 -3.41 0.80
Cl -2.84 -1.99 3.89
C -3.20 -2.16 2.19
C -4.34 -2.88 1.81
C -4.66 -3.05 0.49
Cl -6.10 -3.96 0.06
C -3.84 -2.50 -0.53
C -4.06 -2.63 -1.92
C -3.19 -2.05 -2.79
C -2.07 -1.35 -2.29
N -1.84 -1.23 -1.02
C -2.70 -1.77 -0.13
C -2.34 -1.56 1.27
O -1.30 -0.90 1.59
H -4.97 -3.32 2.57
H -4.92 -3.18 -2.27
H -3.34 -2.13 -3.86
H -1.36 -0.87 -2.96
C 3.45 -0.37 0.74
Si 1.72 -0.35 1.53
C 1.70 -1.91 2.62
C 1.92 1.01 2.84
C 2.95 1.10 3.79
C 3.00 2.14 4.70
C 1.99 3.11 4.69
C 0.97 3.03 3.76
C 0.93 1.99 2.82
Si -0.32 1.85 1.35
C -1.97 2.00 2.28
C -0.01 3.56 0.59
H 4.18 -0.32 1.55
H 3.60 0.50 0.10
H 3.67 -1.26 0.14
H 2.39 -1.77 3.46
H 2.01 -2.81 2.08
H 0.70 -2.08 3.03
H 3.73 0.35 3.82
H 3.81 2.21 5.43
H 2.01 3.93 5.41
H 0.20 3.80 3.76
H -1.87 2.84 2.98
H -2.15 1.10 2.86
H -2.83 2.20 1.64
H 0.21 4.27 1.40
H -0.87 3.93 0.02
H 0.85 3.54 -0.08

As for the total charge: -2. Its spin multiplicity is 2. The value obtained for the energy relative to the best compared isomer or geometry (same formula, charge and spin) is 0.0000 eV. As for the expectation value of S²: 1.2304. Its HOMO energy (alpha / beta) is 0.0 / -1.9 eV.

Here are the Löwdin charges for atoms 1 to 2, given in e: 0.20, -0.07



(5)
Formula: C35H30Cl2INO4PSSr
Source: the OMol25 dataset
Level of theory: the ωB97M-V functional and the def2-TZVPD basis

Cartesian coordinates (Å):
Sr -1.08 1.08 -1.37
C 3.60 -2.23 1.71
C 3.59 -2.21 0.21
C 4.55 -2.97 -0.47
C 4.61 -2.99 -1.85
C 3.70 -2.24 -2.59
C 2.74 -1.50 -1.93
C 2.67 -1.47 -0.54
P 1.29 -0.47 0.13
C 0.63 -1.51 1.49
C 0.67 -1.06 2.81
C 0.09 -1.80 3.84
C -0.53 -3.00 3.54
C -0.59 -3.44 2.23
C -0.03 -2.71 1.19
C -0.14 -3.22 -0.21
C 2.01 1.00 0.88
C 3.38 1.23 0.87
C 3.92 2.47 1.17
C 3.04 3.52 1.44
C 1.68 3.32 1.46
C 1.08 2.05 1.21
C -0.32 1.87 1.24
H 4.59 -2.51 2.07
H 2.88 -2.95 2.11
H 3.34 -1.26 2.13
H 5.27 -3.54 0.11
H 5.37 -3.58 -2.35
H 3.74 -2.24 -3.67
H 2.03 -0.91 -2.50
H 1.17 -0.12 3.02
H 0.14 -1.43 4.85
H -0.99 -3.59 4.33
H -1.09 -4.38 2.00
H -0.80 -4.09 -0.25
H 0.83 -3.51 -0.62
H -0.55 -2.46 -0.88
H 4.05 0.42 0.59
H 4.99 2.63 1.14
H 3.42 4.51 1.64
H 1.02 4.15 1.67
H -0.88 2.70 1.66
H -0.70 0.90 1.55
S -3.20 3.86 -1.61
C -2.58 4.39 -0.16
N -3.11 3.96 1.02
C -2.71 4.34 2.26
C -1.70 5.24 2.40
C -1.08 5.71 1.22
C -1.49 5.30 -0.01
H -3.84 3.26 0.93
H -3.23 3.88 3.08
H -1.38 5.54 3.38
H -0.24 6.39 1.29
H -1.00 5.62 -0.91
I -6.83 -5.83 -2.20
C -5.65 -4.13 -1.95
C -5.70 -3.11 -2.89
C -4.90 -1.99 -2.71
C -4.07 -1.88 -1.61
C -4.04 -2.91 -0.67
C -4.82 -4.04 -0.84
C -3.21 -0.66 -1.42
O -2.60 -0.56 -0.32
O -3.11 0.15 -2.37
H -6.35 -3.19 -3.75
H -4.91 -1.19 -3.44
H -3.39 -2.80 0.19
H -4.79 -4.84 -0.12
Cl 2.01 4.26 -4.31
C 2.12 2.58 -3.75
Cl 3.49 2.37 -2.65
C 0.85 2.10 -3.03
O 0.66 0.86 -3.13
O 0.15 2.91 -2.40
H 2.30 1.96 -4.62

As for the total charge: -1. Its spin multiplicity is 1. The value obtained for the energy relative to the best compared isomer or geometry (same formula, charge and spin) is 0.4867 eV. Its HOMO energy is -3.5 eV.

Here are the Löwdin charges for atoms 1 to 2, given in e: 1.46, -0.05



(6)
Formula: C35H30Cl2N7O8SSn
Source: the OMol25 dataset
Level of theory: the ωB97M-V functional and the def2-TZVPD basis

Cartesian coordinates (Å):
Sn 0.96 -1.91 0.82
Cl 1.47 -8.43 -1.32
C 1.43 -7.23 -0.14
C 2.13 -6.03 -0.39
C 1.80 -4.85 0.26
N 2.26 -3.60 -0.09
C 3.57 -3.35 -0.31
O 4.43 -4.22 -0.43
C 3.92 -1.86 -0.34
C 5.27 -1.42 -0.52
C 5.44 -0.08 -0.69
C 4.47 0.91 -0.42
C 3.17 0.35 -0.13
N 2.98 -0.98 0.05
C 0.96 -4.92 1.38
C 0.25 -6.14 1.63
C 0.55 -7.33 1.01
Cl -0.20 -8.76 1.54
N 0.72 -3.74 2.06
C 0.60 -3.72 3.40
O 0.35 -4.76 4.05
C 0.82 -2.44 4.05
C 1.03 -2.53 5.43
C 1.46 -1.43 6.05
C 1.68 -0.23 5.36
C 1.47 -0.24 3.99
N 1.02 -1.31 3.33
H 2.93 -6.04 -1.15
H 6.04 -2.19 -0.58
H 6.42 0.25 -1.03
H 4.63 1.95 -0.38
H 2.32 1.03 0.00
H -0.53 -6.11 2.37
H 0.77 -3.53 5.84
H 1.76 -1.45 7.12
H 2.11 0.65 5.86
H 1.66 0.63 3.39
O 3.72 6.50 2.74
C 3.50 6.86 1.46
N 2.68 5.91 0.65
C 2.21 4.74 1.17
O 2.27 4.45 2.39
C 1.57 3.84 0.19
C 1.91 3.78 -1.13
C 1.08 3.09 -1.98
C -0.01 2.37 -1.45
N -0.39 2.43 -0.15
C 0.49 3.05 0.65
H 3.19 5.67 2.88
H 4.50 6.97 0.93
H 3.02 7.87 1.46
H 2.52 6.16 -0.33
H 2.74 4.41 -1.56
H 1.37 2.99 -3.03
H -0.61 1.72 -2.08
H 0.22 3.01 1.72
C -6.45 5.12 -3.08
C -5.86 3.78 -2.96
C -5.12 3.34 -1.89
C -4.44 2.13 -1.88
C -4.72 1.25 -2.92
C -5.37 1.67 -4.09
C -5.98 2.93 -4.06
S -3.82 -0.35 -3.09
O -4.23 -0.93 -4.39
O -2.41 -0.12 -2.86
N -4.33 -1.37 -1.97
C -3.37 -1.98 -0.98
C -2.31 -2.94 -1.56
C -1.01 -2.69 -0.88
O -1.04 -1.83 0.15
O 0.05 -3.23 -1.23
H -5.66 5.87 -3.44
H -6.81 5.56 -2.14
H -7.25 5.09 -3.80
H -4.87 4.02 -1.03
H -3.83 1.85 -1.04
H -5.53 1.00 -4.91
H -6.58 3.27 -4.88
H -5.27 -1.64 -1.99
H -4.01 -2.50 -0.25
H -2.92 -1.09 -0.45
H -2.27 -3.00 -2.62
H -2.70 -3.99 -1.36

As for the total charge: +1. Its spin multiplicity is 1. Its HOMO energy (alpha / beta) is -10.4 / -9.9 eV.

Here are the Löwdin charges for atoms 1 to 2, given in e: 1.67, 0.75